Computed, not measured: a structure of composition C47H58KN5Se2 in a non-equilibrium geometry, with ωB97M-V with the def2-TZVPD basis set.

The geometry in XYZ format:
```
113
Properties=species:S:1:pos:R:3:forces:R:3:lowdin_charge:R:1
K -0.09558 0.62949 -0.09536 0.477 1.066 0.809 0.699
C -2.90043 -3.48487 4.69261 -0.051 -0.037 0.002 -0.101
C -1.99018 -2.26612 4.85575 0.024 0.038 0.059 -0.210
C -1.14441 -2.01830 3.64564 0.070 -0.103 0.000 -0.146
C 0.11512 -2.47795 3.40665 -0.044 0.017 0.049 -0.141
C 0.99387 -3.26301 4.33238 -0.070 -0.029 -0.035 -0.208
C 1.96464 -2.36998 5.10595 0.057 0.001 0.031 -0.096
C 0.46553 -2.02170 2.05950 -0.001 -0.134 -0.100 -0.251
C 1.61229 -2.41754 1.34779 0.016 -0.077 0.102 0.024
C 1.93309 -2.18629 0.00339 -0.037 -0.024 -0.187 -0.269
C 2.97805 -2.86341 -0.76680 0.081 0.006 -0.045 -0.140
C 3.98389 -3.83085 -0.22526 -0.006 -0.066 -0.013 -0.207
C 5.17674 -3.12532 0.42288 0.037 0.048 0.014 -0.099
C 2.85944 -2.41576 -2.04981 0.100 0.016 0.013 -0.144
C 1.74216 -1.46915 -2.05500 0.049 -0.025 0.004 -0.258
C 1.24604 -0.78880 -3.18276 0.078 0.016 -0.043 0.034
C 0.08183 -0.01467 -3.31393 -0.011 -0.039 -0.017 -0.256
N -0.86977 0.11934 -2.37488 -0.081 -0.224 -0.018 0.019
C -1.83741 0.92259 -2.85254 -0.025 -0.185 0.028 -0.255
C -3.02885 1.22222 -2.17254 -0.134 0.056 -0.105 0.045
C -3.42663 0.83081 -0.88030 -0.022 -0.232 0.000 -0.250
N -2.60674 0.31029 0.04578 0.213 -0.273 -0.165 0.039
C -3.33892 -0.09355 1.09704 -0.049 0.096 -0.068 -0.247
C -2.83258 -0.75579 2.22254 -0.051 -0.027 0.123 0.049
C -1.55236 -1.29148 2.44229 0.022 0.002 -0.034 -0.245
N -0.54811 -1.30032 1.54639 -0.090 0.025 -0.193 0.052
C -4.74848 0.22546 0.85493 -0.047 -0.002 -0.060 -0.144
C -4.80425 0.79476 -0.38152 -0.065 0.164 0.080 -0.145
C -6.01502 1.31061 -1.09849 0.012 -0.051 -0.002 -0.213
C -6.23920 2.80510 -0.85879 0.003 0.030 0.008 -0.102
C -5.89423 -0.11495 1.75706 0.014 0.086 0.034 -0.211
C -6.35589 -1.56434 1.59844 -0.009 -0.054 0.010 -0.100
C -1.49205 1.34114 -4.21414 0.025 0.037 -0.083 -0.142
C -0.29719 0.75494 -4.50341 -0.036 0.008 -0.064 -0.144
C 0.48870 0.82717 -5.77506 0.000 0.094 0.025 -0.206
C 0.28777 -0.40121 -6.66402 0.000 -0.047 -0.055 -0.097
C -2.33677 2.20566 -5.09727 0.032 0.025 -0.002 -0.206
C -3.43367 1.41551 -5.81518 -0.033 -0.005 -0.036 -0.099
N 1.25443 -1.35780 -0.81030 -0.415 -0.093 -0.021 0.032
C 3.64760 -2.83746 -3.25180 0.031 0.001 0.038 -0.210
C 2.88695 -3.83497 -4.12902 -0.005 -0.029 -0.006 -0.100
H -3.53492 -3.63514 5.57066 0.002 -0.007 0.005 0.060
H -2.30732 -4.38814 4.53661 0.016 0.001 0.005 0.069
H -3.54489 -3.36742 3.81989 -0.003 0.017 -0.005 0.062
H -1.34928 -2.40516 5.73224 -0.002 -0.020 -0.017 0.099
H -2.59983 -1.38388 5.07089 -0.003 -0.003 -0.026 0.103
H 1.56209 -4.00344 3.76111 0.003 0.004 0.002 0.099
H 0.37638 -3.83492 5.03294 -0.004 0.036 0.013 0.096
H 2.63150 -1.84971 4.41751 0.001 0.011 -0.007 0.025
H 2.57438 -2.94857 5.80626 0.001 -0.006 -0.008 0.062
H 1.42048 -1.60979 5.66882 -0.016 0.002 0.009 0.075
H 2.29980 -3.06146 1.88918 -0.001 0.002 0.004 0.093
H 4.33702 -4.48722 -1.02770 0.002 0.022 0.004 0.096
H 3.50570 -4.48594 0.50933 0.004 0.017 0.009 0.102
H 5.67744 -2.48371 -0.30618 0.003 -0.010 -0.014 0.070
H 5.90885 -3.84081 0.80793 -0.004 -0.009 0.019 0.060
H 4.84840 -2.48404 1.24411 -0.005 -0.016 -0.009 0.039
H 1.85148 -0.87840 -4.08138 0.002 0.007 -0.004 0.092
H -3.77462 1.76219 -2.75108 0.003 0.000 0.002 0.088
H -3.54785 -0.92744 3.02349 0.000 0.012 -0.003 0.090
H -6.90185 0.75241 -0.78157 -0.001 0.016 0.015 0.097
H -5.91118 1.12771 -2.17191 0.001 0.000 0.004 0.097
H -6.38377 3.00286 0.20473 -0.010 -0.002 0.010 0.069
H -7.11250 3.17657 -1.40202 -0.006 0.001 -0.005 0.059
H -5.36637 3.37738 -1.17596 0.011 -0.001 -0.016 0.071
H -6.73172 0.56290 1.56337 -0.005 -0.027 -0.021 0.097
H -5.60539 0.05742 2.79854 0.005 -0.008 -0.008 0.102
H -6.68776 -1.75331 0.57578 -0.006 0.017 -0.012 0.069
H -7.17799 -1.80273 2.27907 -0.007 -0.001 0.001 0.060
H -5.53059 -2.24806 1.80218 0.009 -0.003 0.002 0.065
H 1.55234 0.93596 -5.54093 -0.006 -0.026 -0.003 0.102
H 0.20806 1.72720 -6.33192 -0.006 -0.025 0.000 0.096
H 0.55658 -1.31323 -6.12893 0.011 0.005 0.014 0.062
H 0.89475 -0.34366 -7.57192 0.000 -0.001 -0.004 0.061
H -0.75969 -0.49513 -6.95738 -0.005 0.008 0.001 0.061
H -1.70747 2.70847 -5.83865 0.000 -0.031 0.000 0.095
H -2.79736 3.00009 -4.50283 0.002 -0.010 0.004 0.103
H -2.99951 0.61226 -6.41333 0.018 0.007 -0.010 0.061
H -4.02295 2.05632 -6.47706 -0.014 0.005 0.008 0.060
H -4.10778 0.95291 -5.09306 -0.002 -0.007 0.012 0.065
H 4.59662 -3.28049 -2.93385 -0.010 -0.001 -0.006 0.096
H 3.91098 -1.95726 -3.84721 -0.028 0.005 -0.008 0.103
H 2.68837 -4.75295 -3.57231 -0.002 -0.008 0.004 0.071
H 3.44778 -4.09305 -5.03165 0.012 0.001 -0.001 0.059
H 1.92242 -3.42207 -4.42655 -0.003 0.014 -0.010 0.063
C 5.39042 1.02242 3.11508 0.110 0.070 0.014 -0.424
Se 3.76280 0.16953 2.47954 -0.033 -0.022 0.027 0.923
C 3.92278 0.73293 0.61704 0.052 0.035 -0.103 -0.543
C 3.98249 2.25339 0.43356 0.101 -0.045 0.044 -0.567
Se 2.51133 3.01813 -0.58054 -0.206 0.058 0.125 0.898
C 3.17953 2.20348 -2.24739 0.128 -0.076 -0.148 -0.426
H 6.26733 0.58389 2.63828 -0.021 -0.011 -0.019 0.014
H 5.45509 0.86040 4.19005 -0.046 -0.037 -0.005 0.006
H 5.37070 2.09520 2.92964 -0.056 -0.020 -0.012 0.013
H 3.05983 0.29003 0.11657 -0.015 -0.020 0.054 0.023
H 4.80783 0.24281 0.20501 -0.002 0.007 0.029 0.058
H 4.90613 2.52896 -0.08313 -0.034 0.025 0.026 0.057
H 3.93449 2.78867 1.37917 -0.067 0.013 -0.015 0.008
H 4.12789 2.67368 -2.51370 0.037 -0.089 -0.113 0.001
H 2.44924 2.37725 -3.03705 -0.031 0.034 -0.001 0.001
H 3.30441 1.12583 -2.13885 0.023 -0.014 -0.035 0.001
N -0.42310 6.86909 6.09249 0.021 -0.015 -0.006 0.092
C 0.03208 6.27216 5.21554 -0.131 0.129 0.190 -0.235
C 0.59957 5.54878 4.12572 0.077 -0.070 -0.109 -0.293
C 0.57923 4.15007 4.10258 0.023 0.076 -0.045 -0.077
C 1.16067 3.47948 3.03699 -0.008 -0.116 0.024 -0.158
C 1.78329 4.10948 1.93835 0.041 0.006 0.111 -0.194
C 1.75459 5.51563 2.01855 0.019 0.162 -0.053 -0.179
C 1.19542 6.23626 3.06393 -0.015 -0.109 0.013 -0.091
H 0.11206 3.60669 4.91737 -0.011 0.017 0.021 0.099
H 1.12764 2.39007 3.07938 0.020 0.011 -0.025 0.064
H 2.19656 6.10849 1.21478 0.019 -0.069 -0.034 0.063
H 1.21145 7.32211 3.07294 -0.008 0.003 0.019 0.093
```
Positions in Å, forces in eV/Å.

Its energy above the lowest of the compared OMol25 structures with the same formula, charge and spin is 0.020 eV. The net charge is -2. The value obtained for the HOMO energy is -1.442 eV. The total energy comes out at -7502.340270 Eh. Its lowest unoccupied orbital energy is 0.1434 hartree. The value obtained for the HOMO-LUMO gap is 5.34 eV. The spin multiplicity is 1.